1.
{
  "formula": "C37H58F2N11O2S",
  "method": "ωB97M-V/def2-TZVPD",
  "total_energy_ev": -76047.679,
  "total_charge": 1,
  "fmax_ev_per_a": 6.7,
  "relative_energy_kj_mol": 0.0,
  "symbols": ["C", "C", "C", "C", "C", "N", "C", "C", "C", "C", "C", "F", "C", "C", "C", "C", "C", "F", "C", "C", "C", "C", "N", "N", "N", "C", "C", "C", "C", "S", "O", "O", "H", "H", "H", "H", "H", "H", "H", "H", "H", "H", "H", "H", "H", "H", "H", "H", "H", "H", "H", "H", "H", "H", "H", "H", "H", "H", "H", "H", "H", "H", "H", "H", "H", "H", "H", "H", "H", "C", "C", "N", "H", "H", "H", "C", "C", "N", "H", "H", "H", "C", "C", "N", "H", "H", "H", "C", "C", "N", "H", "H", "H", "C", "C", "N", "H", "H", "H", "C", "C", "N", "H", "H", "H", "C", "C", "N", "H", "H", "H"],
  "xyz": [[-2.78850, -3.01591, -4.46943], [-3.86847, -2.08642, -5.22470], [-3.30345, -0.59966, -5.58068], [-3.44563, 0.36037, -4.26934], [-3.46237, 1.93909, -4.69307], [-2.27007, 0.03584, -3.36427], [-0.96538, 0.48288, -3.81644], [0.36928, 0.28732, -3.00486], [1.65374, 0.90969, -3.68724], [2.05700, 2.39666, -3.12622], [1.08565, 2.93317, -1.97396], [1.42160, 2.34271, -0.68950], [0.23510, -0.47248, -1.66393], [1.47804, -0.76408, -0.79787], [3.00269, -0.44350, -1.06631], [3.71868, -1.81686, -1.54473], [3.72080, -2.07232, -3.11686], [4.77589, -1.25676, -3.73451], [1.19522, -1.51288, 0.56190], [-0.21355, -1.97413, 1.04338], [-0.32781, -2.76222, 2.45098], [-0.53615, -1.67747, 3.62835], [-1.94068, -1.17483, 3.57184], [-0.31482, -2.26024, 4.98135], [0.38510, -0.52317, 3.46246], [-1.44664, -1.67778, 0.16206], [-1.20587, -0.94902, -1.19234], [-2.43641, -0.68572, -2.10500], [-3.86826, -1.23522, -1.60287], [-4.84863, 0.12207, -0.80429], [-6.29333, -0.07733, -1.25821], [-4.79969, 0.13581, 0.70536], [-2.68224, -4.04592, -4.94627], [-3.06943, -3.19053, -3.36279], [-1.78391, -2.44272, -4.48656], [-4.17366, -2.65601, -6.18574], [-4.82970, -2.00623, -4.59355], [-2.22533, -0.63511, -5.97502], [-4.04742, -0.17388, -6.34866], [-4.45781, 0.17066, -3.78144], [-3.29066, 2.61777, -3.79122], [-4.50478, 2.09786, -5.17068], [-2.70328, 2.08729, -5.53964], [-0.91833, 1.01472, -4.83867], [2.60681, 0.29076, -3.63719], [1.42991, 1.07437, -4.81205], [1.98934, 3.14956, -3.99872], [3.16531, 2.43349, -2.79156], [-0.03264, 2.87546, -2.22458], [1.31487, 4.07114, -1.85713], [3.46369, -0.23459, -0.02078], [3.25415, 0.47616, -1.67789], [4.81706, -1.78811, -1.19381], [3.17787, -2.70044, -1.03883], [2.74934, -1.82042, -3.65984], [4.01860, -3.16296, -3.32345], [2.07933, -1.78795, 1.25309], [0.60861, -3.42192, 2.62102], [-1.20361, -3.51557, 2.35576], [-2.14476, -0.69676, 2.68325], [-2.60831, -1.95718, 3.64447], [0.60062, -2.72805, 5.03181], [-1.09493, -2.90456, 5.17549], [-0.02398, 0.19199, 2.83268], [0.64965, -0.11900, 4.36954], [-2.46368, -2.01405, 0.57040], [-4.43723, -1.50814, -2.57482], [-3.80341, -2.20198, -1.00388], [-4.47357, 1.36259, -1.36924], [1.32134, -6.63588, 3.40192], [1.04633, -5.78802, 4.60822], [0.83034, -5.11967, 5.55997], [0.39217, -7.07992, 3.04093], [1.75567, -6.02396, 2.60940], [2.02040, -7.43285, 3.66032], [0.77781, -4.00962, 8.88509], [0.84895, -4.47963, 10.30793], [0.90496, -4.85035, 11.42955], [0.31711, -3.02118, 8.84302], [1.78193, -3.95253, 8.46205], [0.18169, -4.70555, 8.29315], [-2.14628, 3.32221, 2.78647], [-1.59557, 2.08256, 2.14841], [-1.16176, 1.10292, 1.64487], [-3.18743, 3.46065, 2.49018], [-2.09355, 3.23448, 3.87304], [-1.56664, 4.19101, 2.47011], [-7.54259, 0.35954, 2.35177], [-7.81633, 1.20916, 3.55743], [-8.03171, 1.87887, 4.50822], [-8.47304, -0.08050, 1.98909], [-7.10417, 0.96896, 1.56086], [-6.84730, -0.44049, 2.60985], [2.94741, 7.39579, -0.86257], [1.69628, 6.88269, -1.51175], [0.70945, 6.47793, -2.02384], [2.70367, 7.87069, 0.08907], [3.63743, 6.56953, -0.68198], [3.42946, 8.12763, -1.51296], [6.49487, 1.68429, 1.48879], [5.97102, 0.28902, 1.31639], [5.55752, -0.81146, 1.17931], [5.88198, 2.38389, 0.91992], [6.46777, 1.96346, 2.54322], [7.52424, 1.74135, 1.13190], [6.75134, 5.51419, -1.69916], [6.82075, 5.04492, -0.27587], [6.87598, 4.67578, 0.84681], [6.29121, 6.50278, -1.74204], [7.75631, 5.57056, -2.12055], [6.15539, 4.81744, -2.29107]],
  "lowdin_charge": [-0.111, -0.224, -0.136, -0.298, -0.049, -0.023, 0.042, -0.057, -0.146, -0.145, -0.164, -0.106, -0.005, -0.082, -0.157, -0.155, -0.154, -0.130, 0.077, -0.131, -0.094, -0.634, 0.066, 0.065, 0.071, 0.015, -0.023, -0.091, -0.195, 0.764, -0.406, -0.391, 0.083, 0.065, 0.076, 0.118, 0.104, 0.122, 0.127, 0.129, 0.090, 0.106, 0.084, 0.135, 0.082, 0.123, 0.123, 0.120, 0.122, 0.088, 0.093, 0.091, 0.109, 0.122, 0.108, 0.128, 0.129, 0.109, 0.122, 0.023, 0.075, 0.049, 0.073, 0.003, 0.083, 0.105, 0.086, 0.126, 0.106, -0.059, -0.220, 0.135, 0.081, 0.073, 0.083, -0.092, -0.256, 0.104, 0.075, 0.071, 0.053, -0.034, -0.164, 0.147, 0.084, 0.090, 0.083, -0.079, -0.251, 0.105, 0.081, 0.053, 0.072, -0.059, -0.238, 0.112, 0.084, 0.065, 0.081, -0.085, -0.221, 0.120, 0.043, 0.083, 0.079, -0.061, -0.226, 0.129, 0.071, 0.083, 0.075]
}

***

2.
{
  "formula": "C6F18O18S6Y",
  "method": "ωB97M-V/def2-TZVPD",
  "total_energy_ev": -158056.711,
  "total_charge": -3,
  "fmax_ev_per_a": 2.3,
  "relative_energy_kj_mol": 19.5,
  "symbols": ["Y", "C", "F", "F", "F", "S", "O", "O", "O", "C", "F", "F", "F", "S", "O", "O", "O", "C", "F", "F", "F", "S", "O", "O", "O", "C", "F", "F", "F", "S", "O", "O", "O", "C", "F", "F", "F", "S", "O", "O", "O", "C", "F", "F", "F", "S", "O", "O", "O"],
  "xyz": [[0.25006, 9.79022, -8.29283], [3.47508, 12.44072, -9.58307], [3.24442, 13.68802, -10.01289], [4.55982, 12.01893, -10.25205], [3.71808, 12.48346, -8.28390], [2.01939, 11.40869, -10.02610], [2.24016, 10.02136, -9.60700], [0.90641, 11.91615, -9.21941], [1.88069, 11.53267, -11.43516], [1.44886, 6.18011, -10.57197], [1.63078, 5.22234, -11.50415], [0.84997, 5.61345, -9.52861], [2.65618, 6.60859, -10.18533], [0.41396, 7.53551, -11.23449], [0.08560, 8.24720, -9.98900], [1.29461, 8.24743, -12.12305], [-0.70583, 6.84778, -11.82098], [-1.99100, 6.14637, -6.74191], [-1.09206, 5.16409, -6.52945], [-2.03733, 6.33714, -8.06813], [-3.18614, 5.70620, -6.36084], [-1.48764, 7.69702, -5.83982], [-0.48620, 7.26746, -4.90264], [-0.90939, 8.53920, -6.89661], [-2.68966, 8.22713, -5.25922], [4.34159, 8.90617, -6.96992], [4.90496, 10.07049, -6.64834], [4.48872, 8.73347, -8.29036], [4.98085, 7.90274, -6.36943], [2.56084, 8.92103, -6.46541], [2.04226, 10.22612, -6.90839], [1.76307, 7.95780, -7.21535], [2.62954, 8.71168, -5.05395], [-3.77386, 8.92083, -10.02513], [-5.01608, 9.04948, -10.51868], [-3.84202, 8.18456, -8.90953], [-3.03570, 8.24555, -10.90100], [-3.02797, 10.58776, -9.75833], [-3.82945, 11.18682, -8.74196], [-1.65997, 10.28775, -9.31163], [-3.06296, 11.13314, -11.08853], [0.55206, 13.38178, -5.75070], [0.26456, 14.53718, -5.11617], [1.29896, 13.67856, -6.81508], [1.28659, 12.64983, -4.90176], [-1.00362, 12.50568, -6.22008], [-0.54740, 11.20128, -6.71413], [-1.76188, 12.40844, -5.00988], [-1.60171, 13.32611, -7.23543]],
  "lowdin_charge": [1.516, -0.661, 0.119, 0.119, 0.154, 0.511, -0.362, -0.334, -0.243, -0.670, 0.095, 0.130, 0.124, 0.509, -0.394, -0.285, -0.294, -0.640, 0.103, 0.118, 0.118, 0.520, -0.291, -0.408, -0.283, -0.659, 0.130, 0.127, 0.123, 0.526, -0.389, -0.321, -0.256, -0.662, 0.105, 0.124, 0.125, 0.509, -0.273, -0.400, -0.293, -0.654, 0.094, 0.124, 0.121, 0.495, -0.393, -0.288, -0.285]
}

***

3.
{
  "formula": "C14H21N7",
  "method": "ωB97M-V/def2-TZVPD",
  "total_energy_ev": -25265.672,
  "fmax_ev_per_a": 14.0,
  "relative_energy_kj_mol": 2084.5,
  "symbols": ["C", "C", "N", "H", "H", "H", "C", "C", "N", "H", "H", "H", "C", "C", "N", "H", "H", "H", "C", "C", "N", "H", "H", "H", "C", "C", "N", "H", "H", "H", "C", "C", "N", "H", "H", "H", "C", "C", "N", "H", "H", "H"],
  "xyz": [[0.17917, 0.93691, -0.06664], [-0.50393, -0.24384, 0.25414], [-1.10216, -1.17273, 0.53550], [0.50621, 1.35870, 0.88374], [-0.47844, 1.68255, -0.51348], [1.07422, 0.70283, -0.64301], [0.72682, -2.75087, 0.86118], [1.49614, -1.80432, 0.09352], [2.12123, -1.07783, -0.56179], [0.23376, -3.48204, 0.22056], [0.02215, -2.20274, 1.48656], [1.39676, -3.41114, 1.41190], [1.79564, -1.05458, -2.86573], [1.90012, 0.11613, -1.98997], [2.05496, 1.07003, -1.36131], [2.35870, -0.98371, -3.79633], [0.74568, -1.21642, -3.10972], [2.07078, -1.93076, -2.27862], [-1.55743, -0.92951, 2.58053], [-1.32935, 0.47950, 2.86692], [-1.19158, 1.61781, 3.11864], [-2.39360, -1.05065, 1.89187], [-1.76106, -1.49473, 3.49001], [-0.62949, -1.24259, 2.10198], [-1.65978, 3.11834, 0.81669], [-0.97144, 3.66370, -0.38693], [-0.46168, 4.08211, -1.35124], [-1.01363, 3.01560, 1.68848], [-1.87973, 2.07582, 0.58676], [-2.43306, 3.78637, 1.19600], [-1.64858, -2.81762, 0.27461], [-1.49917, -4.24720, 0.03280], [-1.35980, -5.36343, -0.18446], [-2.52682, -2.68154, 0.90569], [-1.74147, -2.33970, -0.70062], [-0.78532, -2.34625, 0.74438], [1.26815, 2.88977, -1.47730], [2.64949, 3.23510, -1.07561], [3.72882, 3.42416, -0.78403], [0.94478, 3.80628, -1.97082], [0.59214, 2.62283, -0.66498], [1.06180, 2.15966, -2.25990]],
  "lowdin_charge": [-0.076, -0.109, -0.164, 0.139, 0.068, -0.055, -0.041, -0.074, 0.154, 0.071, 0.062, 0.138, -0.004, -0.257, 0.045, 0.096, 0.094, 0.077, -0.070, -0.186, 0.158, 0.105, 0.114, 0.056, -0.066, -0.204, 0.117, 0.037, 0.062, 0.094, -0.240, -0.270, 0.141, 0.121, 0.141, -0.088, -0.240, -0.244, 0.126, 0.049, 0.010, 0.111]
}

***

no.,frontier orbital gap (eV),HOMO energy (eV)
1,6.629,-10.955
2,8.732,-2.512
3,8.423,-8.428